# 1
The following is a quantum chemistry calculation of a 2-piece molecular cluster, C6H13N2O overall, from OMol25.

Calculated values
Relative energy (zero: lowest compared OMol25 entry of this formula, charge and spin) in eV: 3.704
LUMO energy (alpha / beta) in eV: -4.39 / -4.39

```
! wB97M-V def2-TZVPD RIJCOSX def2/J DEFGRID3
* xyz 1 1
C -0.017 3.088 -1.532
C 1.177 1.088 -0.823
C 1.716 1.280 0.559
C -1.679 -0.288 1.190
C -0.852 -3.109 0.500
C -0.485 -0.652 0.399
N 0.828 2.164 -1.510
N -0.177 -1.869 0.137
O 1.611 0.033 -1.486
H 0.211 3.963 -2.130
H -0.974 3.046 -1.020
H 2.585 1.936 0.521
H 2.027 0.321 0.960
H 0.977 1.735 1.209
H -2.489 -0.095 0.486
H -1.497 0.639 1.733
H -2.007 -1.050 1.898
H -0.284 -3.634 1.268
H -1.853 -2.905 0.869
H -0.924 -3.747 -0.379
H 1.438 0.080 -2.442
H 0.668 -2.024 -0.409
*
```


# 2
The following is a quantum chemistry calculation of a 5-piece molecular cluster, C53H104Cl2FN6O6S overall, from OMol25.

Calculated values
LUMO energy in eV: -3.06

```
! wB97M-V def2-TZVPD RIJCOSX def2/J DEFGRID3
* xyz 1 1
C 3.687 -0.134 1.001
C 2.894 0.217 -0.234
O 2.652 1.372 -0.521
O 2.468 -0.866 -0.953
C 3.333 -1.150 -2.053
C 3.029 -2.479 -2.691
C 1.897 -2.469 -3.743
C 0.801 -3.482 -3.416
C 0.161 -3.138 -2.044
C -1.373 -3.086 -2.157
C -2.120 -3.344 -0.832
C -3.097 -4.498 -1.100
N -4.152 -4.630 -0.040
C -3.613 -4.167 1.267
C -4.524 -4.716 2.372
C -4.204 -4.308 3.783
N -5.148 -4.003 4.558
C -3.367 -2.624 1.280
O -2.261 -2.462 2.116
C -4.642 -1.948 1.726
Cl -6.134 -2.452 0.958
C -4.813 -0.984 2.624
C -6.146 -0.416 2.975
Cl -3.511 -0.267 3.495
C -2.826 -2.138 -0.160
C -3.905 -1.655 -1.141
O -4.442 -0.387 -0.864
C -4.680 0.372 -2.008
C -3.722 1.207 -2.417
C -3.839 1.964 -3.517
C -2.709 2.848 -3.936
C -4.960 1.913 -4.256
C -5.951 1.099 -3.833
C -5.841 0.335 -2.733
C -7.062 -0.493 -2.388
C -7.582 -0.067 -0.997
C -6.882 -2.019 -2.553
S -1.554 -0.850 0.004
O -1.400 -0.248 -1.260
O -0.361 -1.401 0.497
F -2.117 0.222 0.933
H 4.675 -0.434 0.667
H 3.729 0.732 1.642
H 3.188 -0.931 1.539
H 3.366 -0.329 -2.766
H 4.350 -1.232 -1.658
H 3.948 -2.756 -3.195
H 2.834 -3.227 -1.929
H 2.316 -2.675 -4.723
H 1.492 -1.461 -3.773
H 1.262 -4.460 -3.331
H 0.051 -3.429 -4.199
H 0.492 -2.136 -1.816
H 0.471 -3.836 -1.276
H -1.635 -2.170 -2.671
H -1.621 -3.896 -2.845
H -1.375 -3.696 -0.126
H -2.586 -5.426 -1.316
H -3.622 -4.224 -2.010
H -4.319 -5.631 0.070
H -5.060 -4.226 -0.286
H -2.679 -4.703 1.381
H -5.584 -4.566 2.217
H -4.383 -5.802 2.352
H -3.155 -4.289 4.091
H -4.753 -3.778 5.472
H -2.104 -3.207 2.698
H -6.589 0.056 2.107
H -6.781 -1.186 3.397
H -6.021 0.322 3.754
H -4.669 -2.424 -1.196
H -3.493 -1.616 -2.145
H -2.805 1.314 -1.869
H -1.910 2.187 -4.273
H -2.298 3.406 -3.105
H -2.970 3.462 -4.785
H -5.073 2.504 -5.147
H -6.869 1.062 -4.392
H -7.856 -0.213 -3.065
H -8.206 -0.883 -0.634
H -6.790 0.080 -0.278
H -8.248 0.780 -1.083
H -7.196 -2.601 -1.695
H -5.869 -2.236 -2.866
H -7.499 -2.349 -3.382
C 4.830 6.644 -2.524
C 3.385 6.920 -2.914
N 2.765 5.841 -3.660
C 1.518 6.229 -4.288
C 0.355 6.637 -3.375
C 2.779 4.534 -3.014
C 2.147 4.401 -1.624
H 5.430 6.376 -3.396
H 5.268 7.537 -2.078
H 4.908 5.842 -1.789
H 3.382 7.815 -3.541
H 2.816 7.173 -2.006
H 1.189 5.422 -4.949
H 1.730 7.071 -4.955
H -0.089 5.781 -2.875
H -0.433 7.102 -3.972
H 0.659 7.361 -2.619
H 3.821 4.208 -2.936
H 2.314 3.801 -3.679
H 2.454 5.200 -0.946
H 2.471 3.456 -1.180
H 1.058 4.385 -1.669
C -5.271 -1.177 6.872
C -6.487 -2.018 7.238
N -7.201 -1.510 8.386
C -8.166 -2.451 8.931
C -9.352 -2.858 8.049
C -7.647 -0.130 8.291
C -8.552 0.254 7.113
H -4.611 -1.046 7.729
H -4.702 -1.672 6.082
H -5.553 -0.192 6.497
H -6.135 -3.027 7.474
H -7.133 -2.114 6.350
H -8.545 -2.058 9.877
H -7.620 -3.360 9.203
H -10.089 -2.060 7.963
H -9.862 -3.713 8.496
H -9.040 -3.153 7.047
H -6.760 0.510 8.257
H -8.141 0.144 9.225
H -8.181 -0.132 6.162
H -8.595 1.341 7.027
H -9.574 -0.093 7.251
C 10.402 -1.209 4.780
C 9.444 -0.198 4.167
N 8.635 -0.752 3.100
C 7.950 0.255 2.311
C 6.894 1.123 3.007
C 7.850 -1.923 3.444
C 6.859 -1.810 4.610
H 11.016 -1.680 4.011
H 11.067 -0.708 5.483
H 9.876 -1.991 5.331
H 10.044 0.616 3.753
H 8.832 0.244 4.970
H 7.494 -0.228 1.441
H 8.712 0.921 1.894
H 5.978 0.567 3.205
H 6.625 1.960 2.358
H 7.257 1.544 3.944
H 8.542 -2.739 3.670
H 7.314 -2.261 2.553
H 7.301 -1.333 5.486
H 6.538 -2.809 4.914
H 5.961 -1.259 4.334
C 9.230 1.981 -6.257
C 7.847 1.425 -5.950
N 7.249 2.010 -4.766
C 6.086 1.290 -4.289
C 4.853 1.238 -5.199
C 7.131 3.457 -4.762
C 6.351 4.115 -5.906
H 9.886 1.896 -5.391
H 9.679 1.418 -7.077
H 9.192 3.027 -6.564
H 7.952 0.350 -5.784
H 7.210 1.542 -6.841
H 5.792 1.698 -3.317
H 6.397 0.260 -4.080
H 4.330 2.193 -5.228
H 4.145 0.499 -4.813
H 5.102 0.945 -6.219
H 8.139 3.879 -4.754
H 6.698 3.774 -3.809
H 6.635 3.723 -6.884
H 6.557 5.188 -5.916
H 5.275 4.000 -5.784
*
```


# 3
The following is a quantum chemistry calculation of C29H41N9PdS as an isolated structure, from OMol25.

Calculated values
Relative energy (zero: lowest compared OMol25 entry of this formula, charge and spin) in eV: 0.000
LUMO energy in eV: -0.08

```
! wB97M-V def2-TZVPD RIJCOSX def2/J DEFGRID3
* xyz 0 1
Pd 1.012 0.221 1.428
C 1.965 -2.734 0.134
N 1.073 -2.519 -0.991
C 1.575 -2.941 -2.279
C -0.209 -2.076 -0.804
N -0.482 -1.219 0.128
C -1.757 -1.251 0.692
C -2.242 -2.473 1.131
C -3.564 -2.633 1.566
C -4.419 -1.569 1.541
C -3.951 -0.285 1.164
C -4.860 0.799 1.166
C -4.426 2.059 0.860
C -3.068 2.283 0.605
C -2.132 1.256 0.606
N -0.787 1.609 0.599
C -0.348 2.544 -0.177
N -0.740 2.717 -1.494
C -1.345 1.604 -2.185
C -1.068 4.030 -2.009
N 0.602 3.414 0.268
C 0.838 3.473 1.706
C 1.681 3.865 -0.590
C -2.585 -0.089 0.808
N -1.126 -2.576 -1.723
C -1.215 -4.009 -1.939
C -2.368 -1.890 -2.014
H 2.994 -2.536 -0.171
H 1.909 -3.774 0.479
H 1.720 -2.057 0.959
H 2.555 -2.491 -2.450
H 0.895 -2.622 -3.065
H 1.697 -4.028 -2.348
H -1.574 -3.326 1.103
H -3.906 -3.609 1.887
H -5.458 -1.675 1.828
H -5.894 0.607 1.422
H -5.112 2.896 0.858
H -2.713 3.301 0.484
H -0.924 0.681 -1.788
H -1.107 1.676 -3.250
H -2.437 1.572 -2.075
H -0.664 4.797 -1.353
H -2.155 4.163 -2.071
H -0.649 4.168 -3.010
H 1.113 2.474 2.089
H -0.065 3.812 2.216
H 1.640 4.184 1.897
H 1.508 3.517 -1.606
H 2.634 3.457 -0.242
H 1.750 4.956 -0.602
H -0.330 -4.515 -1.566
H -1.327 -4.232 -3.004
H -2.088 -4.412 -1.410
H -2.274 -0.828 -1.817
H -3.203 -2.271 -1.417
H -2.603 -2.033 -3.073
C -2.270 0.409 4.377
C -0.948 0.338 5.151
C 0.120 -0.150 4.289
N 0.935 -0.504 3.556
H -3.061 0.806 5.014
H -2.568 -0.577 4.022
H -2.160 1.056 3.509
H -1.032 -0.297 6.033
H -0.652 1.332 5.494
N 6.078 -0.810 -3.267
C 5.878 -1.321 -2.038
S 6.672 -2.657 -1.501
C 4.850 -0.639 -1.229
C 3.706 -0.093 -1.810
C 2.759 0.503 -0.996
N 2.894 0.626 0.329
C 4.012 0.127 0.878
C 4.988 -0.528 0.153
H 6.778 -1.226 -3.857
H 5.706 0.092 -3.515
H 3.525 -0.160 -2.875
H 1.842 0.905 -1.414
H 4.102 0.250 1.950
H 5.858 -0.943 0.643
*
```


# 4
The following is a quantum chemistry calculation of a 2-piece molecular cluster, C4H12S overall, from OMol25.

Calculated values
Relative energy (zero: lowest compared OMol25 entry of this formula, charge and spin) in eV: 0.596
SMILES: CCS.CC
LUMO energy in eV: 0.95

```
! wB97M-V def2-TZVPD RIJCOSX def2/J DEFGRID3
* xyz 0 1
C -0.016 -1.657 -1.291
C -0.300 -0.127 -1.245
S 1.148 0.898 -1.389
H 0.819 -1.913 -1.936
H -0.853 -2.188 -1.757
H 0.126 -1.988 -0.266
H -0.951 0.111 -2.075
H -0.960 -0.048 -0.394
H 1.616 1.094 -0.149
C -1.027 -0.757 2.444
C -0.888 0.791 2.391
H -0.713 -1.384 1.619
H -0.505 -1.090 3.345
H -2.074 -0.952 2.641
H -1.699 1.091 3.020
H 0.120 1.102 2.643
H -1.240 1.173 1.429
*
```


# 5
The following is a quantum chemistry calculation of a 7-piece molecular cluster, C4H24N2O6 overall, from OMol25.

Calculated values
Relative energy (zero: lowest compared OMol25 entry of this formula, charge and spin) in eV: 0.000
LUMO energy (alpha / beta) in eV: 2.86 / 2.79

```
! wB97M-V def2-TZVPD RIJCOSX def2/J DEFGRID3
* xyz -1 2
C 2.712 -0.184 -2.147
N 1.270 0.021 -2.013
C -0.245 -1.660 -3.008
C 0.259 -0.987 -1.709
C 0.784 -1.989 -0.693
N 1.453 -1.277 0.459
H 3.421 -0.038 -1.349
H 2.932 -1.094 -2.750
H 3.018 0.648 -2.777
H 0.965 0.448 -2.883
H -0.559 -1.019 -3.838
H -1.110 -2.248 -2.672
H 0.595 -2.181 -3.525
H -0.624 -0.476 -1.373
H 0.025 -2.630 -0.271
H 1.599 -2.568 -1.162
H 1.081 -0.323 0.550
H 2.422 -0.971 0.336
H -1.974 2.572 3.971
H -2.250 1.152 4.181
O -1.737 1.871 4.590
H -3.940 2.612 0.898
H -2.805 2.769 1.777
O -3.694 3.141 1.669
H -0.336 2.178 0.336
H -1.064 2.695 -0.912
O -1.211 2.517 0.040
H 1.295 1.827 -0.778
H 1.347 3.195 -0.014
O 1.472 2.242 0.078
H 0.584 -3.396 2.071
H 0.269 -3.670 3.512
O -0.118 -3.255 2.733
H -1.777 0.473 1.582
H -2.122 -0.667 2.578
O -1.933 0.275 2.517
*
```


# 6
The following is a quantum chemistry calculation of C5H11NO in the gas phase, from OMol25.

Calculated values
Relative energy (zero: lowest compared OMol25 entry of this formula, charge and spin) in eV: 4.814
LUMO energy (alpha / beta) in eV: 0.76 / 0.69

```
! wB97M-V def2-TZVPD RIJCOSX def2/J DEFGRID3
* xyz 0 1
C 2.921 0.752 -0.296
O 1.669 1.002 -0.581
C 0.865 0.289 -1.319
C -0.105 -0.604 1.104
N -0.960 -0.628 -0.081
C -2.363 -0.537 0.301
C -0.582 0.435 -1.013
H 3.458 1.564 0.172
H 3.391 -0.088 -0.799
H 0.957 -0.597 0.868
H 1.245 -0.685 -1.637
H -0.298 -1.502 1.693
H -0.291 0.297 1.712
H -2.612 0.411 0.821
H -2.627 -1.363 0.972
H -3.014 -0.607 -0.581
H -0.768 1.442 -0.587
H -1.175 0.340 -1.934
*
```


# 7
The following is a quantum chemistry calculation of C11H17ISi in the gas phase, from OMol25.

Calculated values
Relative energy (zero: lowest compared OMol25 entry of this formula, charge and spin) in eV: 1.436
SMILES: CCCC[Si@@](C)(I)c1ccccc1
LUMO energy in eV: 0.67

```
! wB97M-V def2-TZVPD RIJCOSX def2/J DEFGRID3
* xyz 0 1
C -2.876 -2.579 -0.217
C -1.402 -2.610 -0.154
C -0.713 -1.259 0.147
C 0.769 -1.350 -0.293
Si 1.864 -0.056 0.505
C 1.826 -0.617 2.294
I 4.053 -0.723 -0.418
C 1.678 1.803 0.175
C 0.625 2.262 -0.605
C 0.657 3.586 -1.005
C 1.719 4.430 -0.690
C 2.716 3.912 0.098
C 2.774 2.630 0.625
H -3.284 -3.157 0.643
H -3.360 -1.631 -0.200
H -3.191 -3.106 -1.116
H -1.106 -2.779 -1.180
H -1.156 -3.447 0.518
H -1.254 -0.459 -0.358
H -0.708 -1.085 1.156
H 0.994 -1.457 -1.445
H 1.153 -2.190 0.261
H 1.340 -1.649 2.310
H 2.827 -0.854 2.619
H 1.452 0.108 2.940
H -0.232 1.600 -0.899
H -0.198 3.896 -1.590
H 1.698 5.523 -1.096
H 3.696 4.487 0.254
H 3.616 2.285 1.161
*
```


# 8
The following is a quantum chemistry calculation of C42H40F3N10NdO3Se as an isolated structure, from OMol25.

Calculated values
LUMO energy (alpha / beta) in eV: -0.32 / -0.31

```
! wB97M-V def2-TZVPD RIJCOSX def2/J DEFGRID3
* xyz 0 4
Nd -0.370 -0.648 0.607
C 2.630 -1.499 -1.572
C 3.157 -1.411 -0.147
N 2.123 -1.805 0.808
C 1.900 -3.248 0.870
C 0.921 -3.758 -0.162
C 0.962 -5.088 -0.553
C 0.024 -5.549 -1.462
C -0.897 -4.656 -1.984
C -0.872 -3.338 -1.546
C -1.871 -2.339 -2.091
N -1.480 -0.941 -1.891
C -0.665 -0.396 -2.990
C 0.746 -0.957 -2.978
N 1.399 -0.721 -1.692
N 0.002 -2.913 -0.634
H 2.412 -2.540 -1.820
H 3.405 -1.142 -2.260
H 3.432 -0.375 0.048
H 4.059 -2.030 -0.053
H 2.383 -1.485 1.735
H 1.462 -3.477 1.845
H 2.836 -3.812 0.775
H 1.714 -5.749 -0.144
H 0.016 -6.587 -1.765
H -1.630 -4.978 -2.711
H -2.814 -2.508 -1.566
H -2.044 -2.560 -3.152
H -2.338 -0.396 -1.910
H -0.642 0.689 -2.875
H -1.126 -0.605 -3.963
H 1.307 -0.517 -3.813
H 0.708 -2.037 -3.145
H 1.685 0.254 -1.654
O -4.352 3.746 -3.945
C -3.706 2.809 -3.510
O -3.221 1.760 -4.008
C -3.240 2.673 -2.029
C -3.889 1.780 -1.172
C -3.169 1.151 -0.178
N -1.867 1.394 0.049
C -1.296 2.393 -0.650
C -1.940 3.046 -1.679
C 0.057 2.782 -0.193
C 0.399 4.126 -0.080
C 1.622 4.459 0.475
C 2.468 3.440 0.886
C 2.050 2.132 0.720
N 0.874 1.799 0.193
C -3.805 0.086 0.634
C -5.057 0.273 1.205
C -5.637 -0.774 1.900
C -4.969 -1.987 1.954
C -3.731 -2.089 1.346
N -3.134 -1.071 0.721
H -4.924 1.517 -1.351
H -1.424 3.797 -2.264
H -0.307 4.888 -0.381
H 1.897 5.497 0.611
H 3.426 3.656 1.336
H 2.673 1.311 1.047
H -5.549 1.231 1.117
H -6.592 -0.646 2.391
H -5.392 -2.842 2.461
H -3.187 -3.024 1.366
F 2.157 0.499 10.013
C 2.851 -0.393 9.269
F 4.155 -0.093 9.426
F 2.655 -1.596 9.848
C 2.419 -0.366 7.837
C 3.317 -0.047 6.829
C 2.874 0.052 5.522
C 1.530 -0.161 5.206
C 0.648 -0.529 6.230
C 1.087 -0.626 7.535
C 1.049 -0.032 3.867
C 0.607 0.060 2.730
H 4.355 0.132 7.071
H 3.571 0.304 4.733
H -0.383 -0.737 5.979
H 0.400 -0.899 8.326
Se -1.816 -4.184 4.249
C -1.223 -3.164 2.969
N -0.839 -2.506 2.078
N 3.348 1.544 -1.889
C 3.728 2.431 -2.531
N 4.127 3.441 -3.267
C 3.568 4.781 -3.107
C 4.692 5.730 -2.707
O 5.750 5.678 -3.648
C 6.313 4.383 -3.739
C 5.265 3.364 -4.176
H 2.786 4.762 -2.349
H 3.147 5.100 -4.065
H 5.064 5.457 -1.710
H 4.340 6.760 -2.695
H 6.733 4.086 -2.768
H 7.115 4.445 -4.473
H 5.677 2.357 -4.177
H 4.921 3.615 -5.184
*
```


# 9
The following is a quantum chemistry calculation of C7H14O2 as an isolated structure, from OMol25.

Calculated values
Relative energy (zero: lowest compared OMol25 entry of this formula, charge and spin) in eV: 5.348
LUMO energy in eV: 0.29

```
! wB97M-V def2-TZVPD RIJCOSX def2/J DEFGRID3
* xyz 0 1
C 0.107 -0.686 -1.374
C 1.223 0.196 -1.934
C 0.516 -2.162 -1.430
C -0.247 -0.346 0.085
O -1.208 -1.102 0.603
H -0.804 -0.557 -1.966
H 0.679 -0.347 0.693
H 0.739 -2.458 -2.457
H 0.918 1.235 -2.040
H 2.100 0.167 -1.284
H 1.530 -0.167 -2.916
H 1.412 -2.336 -0.829
H -0.283 -2.792 -1.043
C -0.753 1.368 0.081
C -0.370 1.086 2.620
C -1.018 0.076 2.956
O 0.552 1.997 2.633
H 0.319 2.740 2.050
H -1.502 1.767 0.768
H 0.099 2.027 -0.068
H -1.330 1.304 -0.840
H -1.245 -0.722 1.823
H -1.434 -0.289 3.871
*
```


Number 1: molecular weight 129.18 g mol⁻¹, E -11451.0098 eV. Number 2: molecular weight 1043.42 g mol⁻¹, E -116460.9652 eV. Number 3: molecular weight 654.20 g mol⁻¹, E -58462.9945 eV. Number 4: molecular weight 92.21 g mol⁻¹, E -15177.1104 eV. Number 5: molecular weight 196.24 g mol⁻¹, E -19800.9550 eV. Number 6: molecular weight 101.15 g mol⁻¹, E -8896.8837 eV. Number 7: molecular weight 304.25 g mol⁻¹, E -27661.5026 eV. Number 8: molecular weight 1013.04 g mol⁻¹, E -154024.8756 eV. Number 9: molecular weight 130.19 g mol⁻¹, E -11575.9605 eV.